122
Properties=species:S:1:pos:R:3 method="wB97M-V/def2-TZVPD" energy_ev=-59704.5016 e_homo_ev=-8.95 lumo_ev=-0.06 e_above_lowest_ev=12.334 smiles=COC[C@H](C)N.COC[C@H](C)N.COC[C@H](C)N.COC[C@H](C)N.COC[C@H](C)N.COC[C@H](C)N.OCCO.OCCO
O -2.82458 1.71399 -5.11496
O -0.54558 -1.59301 -2.74096
O 3.56842 -2.72001 -4.07496
O -0.26558 1.11799 -2.41696
O -0.23158 -2.45401 4.68704
O -2.47258 -1.36801 0.20404
O 3.02342 1.30899 -3.38096
O 2.25442 -4.82401 1.53504
O -4.35858 1.39199 3.08904
O -0.56558 2.97199 3.02204
N -5.14758 4.91599 2.79504
N -2.35558 5.18599 -6.01496
N 6.68342 -1.57101 -5.26696
N -0.26458 3.00299 -0.51996
N 2.22842 -2.99301 7.24804
N 0.11642 -1.88801 1.75304
C -0.39858 2.43999 0.78004
C 0.59142 1.38299 0.69804
C -2.08758 3.32399 -7.41496
C -0.24858 3.55899 1.84104
C 1.61442 -3.73901 2.22904
C 2.26942 -1.80301 0.72904
C -4.13458 2.73299 2.83504
C -1.26858 -1.49301 4.41204
C 1.15342 -4.76301 5.95304
C -5.30658 3.57099 3.24804
C 1.15242 -2.73301 1.21204
C 4.68242 -1.84901 -3.95796
C -2.98458 0.94299 -3.92896
C -0.15258 3.77099 4.12804
C 2.81642 -5.69001 2.44404
C 6.16242 -3.82301 -4.59696
C -2.33058 -1.28001 -1.02296
C 1.53742 -3.26501 5.99204
C -2.77258 3.86499 -6.17196
C -0.92458 -1.86601 -1.41296
C 5.59342 -2.49301 -5.08296
C -2.45058 3.05699 -4.86596
C -6.65558 3.02899 2.56804
C 0.52742 1.66299 -3.15496
C 2.66942 -2.47701 -3.02096
C -3.13758 0.59099 3.15104
C 0.52542 -2.22401 5.83904
C 1.89842 1.34399 -2.48896
H -0.66258 -2.54401 1.77104
H -7.45358 3.66099 2.79804
H 2.14642 2.10799 -1.78596
H -1.07258 3.67099 -0.79896
H -4.90258 5.15199 1.81904
H -2.42958 3.92299 -8.26696
H 2.49442 -1.48301 -2.78296
H 3.94142 -5.63301 2.42004
H -1.05158 3.55599 -7.25996
H -4.45158 5.49999 3.34304
H -2.96958 1.53499 -2.99696
H 0.85242 -3.32001 0.31504
H 7.08442 -4.13901 -5.11196
H 0.68942 0.87599 1.65304
H 5.18242 -2.64601 -6.12696
H 2.40642 -1.95201 7.24104
H -3.03558 3.49799 -4.10396
H -1.03058 -0.51501 4.85304
H -1.44758 5.12199 -5.54896
H 0.24242 -1.65201 2.74204
H -0.44458 1.72099 -1.70696
H -2.15258 0.26799 -3.92396
H -0.86858 4.42499 1.71404
H 5.19242 -1.78101 -2.96796
H 3.17042 -3.25201 7.06004
H 6.81342 -1.17201 -4.31396
H 2.85242 -1.44901 1.57204
H 3.20142 2.18999 -3.63196
H -2.79558 0.32099 2.18804
H 1.96142 -5.44001 6.05204
H -3.06458 -1.86601 -1.62296
H -5.45758 3.52299 4.28904
H 0.92942 3.56399 4.19104
H -3.85458 0.23499 -3.96496
H 1.73542 -2.88501 -3.18796
H -0.04058 -1.39701 -0.92796
H -0.06658 -2.07201 6.71204
H -2.46358 -0.22301 -1.31796
H 3.18142 -2.92901 -2.15696
H 6.18942 -0.74901 -5.76296
H 1.94342 -1.00201 -0.02496
H -6.72858 2.03699 2.90304
H 0.33842 2.68699 -3.03596
H 0.52642 3.58099 -0.59896
H 2.34142 -3.26001 2.92604
H -1.70158 -0.97401 0.63104
H -0.29158 4.84299 3.86604
H -1.60958 -1.38401 3.33004
H 0.79642 -4.27201 2.74104
H 2.49542 -5.52101 3.43904
H -3.97158 2.81899 1.73304
H -0.61458 3.45799 5.05104
H 6.39942 -3.89201 -3.48396
H 0.44442 -5.12901 6.64504
H -2.10758 -1.80001 5.01604
H 3.03542 -2.48601 0.35804
H -3.27858 -0.22901 3.81904
H -1.35758 3.09399 -4.66996
H -2.95958 5.52799 -5.19296
H 0.98442 -1.25701 5.72704
H 5.33442 -4.49901 -4.78096
H 1.62142 1.67899 0.43604
H -1.37458 1.99799 0.85504
H 0.78042 -5.10501 4.91304
H -3.14158 3.05199 3.20204
H -3.81658 3.84599 -6.40396
H 2.60542 -6.70601 2.17604
H 0.27942 1.44399 -4.17196
H 0.73842 3.76299 1.98904
H -2.17658 2.15499 -7.54396
H 2.22642 -3.07501 5.16604
H -6.59858 2.96299 1.49604
H -0.48158 -0.64801 -2.76296
H -2.22758 1.14999 3.55204
H 0.35942 0.74899 -0.14996
H -0.71058 -2.88501 -1.19796
H 1.89042 0.36099 -2.03696
H 4.27342 -0.80601 -4.12096



122
Properties=species:S:1:pos:R:3 method="wB97M-V/def2-TZVPD" energy_ev=-57122.3554 e_homo_ev="0.62 / -6.47" lumo_ev="2.22 / 2.19" total_charge=-1 e_above_lowest_ev=0.000 spin_multiplicity=2
O -19.96831 7.63584 15.33121
O -12.42629 5.50282 12.17528
O -15.02317 7.22602 8.02274
O -16.53355 12.29226 15.28511
O -20.24416 12.05872 12.63302
O -22.26230 7.13888 11.71174
O -18.13214 4.72994 10.78041
O -17.50678 8.17503 12.25142
N -13.52787 6.80515 4.72878
N -17.45995 9.70566 16.02623
N -16.75674 10.80805 12.80215
N -18.03815 5.81466 13.84539
N -16.82402 5.07076 8.24006
N -18.94964 7.27712 10.01958
N -14.42825 7.86653 12.20038
C -15.84821 8.17862 8.69713
C -13.93343 6.42300 6.05063
C -13.46259 5.69788 13.13519
C -14.74307 7.48265 14.53484
C -17.99836 11.27139 10.77952
C -19.28903 5.43206 14.51788
C -21.55290 11.61542 12.86405
C -17.89382 11.48433 12.27490
C -15.34327 13.02482 15.11500
C -18.79398 3.44418 11.02506
C -16.74417 4.67674 10.74241
C -16.39872 4.17894 9.31253
C -22.70052 6.89705 13.02513
C -20.36234 7.61608 10.20430
C -19.51469 6.37443 15.71170
C -17.88817 10.48402 18.22734
C -12.14500 4.14016 11.75807
C -19.09020 3.93012 14.89935
C -21.12103 7.14062 8.97267
C -14.94652 3.89282 9.07679
C -13.80900 7.20140 13.36960
C -20.84400 6.94960 11.50299
C -17.80008 10.88721 16.77613
C -19.21287 11.12852 13.01223
C -12.60989 5.75428 6.61433
C -14.32036 7.62757 6.93649
C -16.63209 11.86322 16.62409
C -20.67085 8.29639 16.37582
H -11.31433 4.16678 11.05283
H -15.39551 13.54406 14.15805
H -17.95132 5.17645 13.06741
H -19.01607 11.21486 14.08083
H -17.12230 11.46120 10.15938
H -14.38458 8.86281 12.36040
H -18.64290 11.39299 16.30503
H -16.64981 8.62232 8.10665
H -16.37022 4.00418 11.51437
H -18.68898 9.76386 18.39517
H -18.08268 6.72607 13.41245
H -11.75668 6.42279 6.49935
H -20.72777 7.75094 8.15968
H -20.81616 6.13834 8.67167
H -15.95112 11.20594 12.34089
H -17.71854 5.45886 8.50335
H -20.30287 7.37760 12.34685
H -15.71460 11.48364 17.07380
H -16.96925 12.76302 17.13866
H -22.31365 12.27182 12.44155
H -14.47793 12.36555 15.18320
H -18.73342 12.00682 10.45251
H -22.18878 7.35530 8.92864
H -18.28267 2.77289 11.71501
H -19.38607 10.07782 12.77958
H -19.76734 3.55526 15.66686
H -17.40200 9.11812 12.37726
H -15.29015 9.04692 9.04746
H -17.37823 9.89429 15.03737
H -17.71594 12.54503 12.45206
H -14.32758 4.73434 9.38801
H -16.91325 3.22891 9.16829
H -15.30343 13.75445 15.92380
H -16.61774 7.85234 12.10410
H -11.89806 3.54638 12.63815
H -18.56294 6.49016 16.23024
H -20.16302 5.40082 13.86729
H -12.38438 4.87453 6.01160
H -13.82928 7.75010 11.39553
H -18.30680 10.23073 10.67962
H -13.14912 5.14179 14.01871
H -13.96373 7.70136 4.56467
H -14.74950 5.70569 5.96351
H -23.77902 6.97829 13.16063
H -14.97724 8.54376 14.62039
H -16.65340 11.15272 13.74588
H -13.01231 3.62133 11.34982
H -16.22744 5.88376 8.29687
H -14.40162 5.24591 12.81574
H -14.65364 3.67024 8.05073
H -14.41299 7.00405 15.45685
H -20.25251 5.83654 16.30700
H -18.11175 8.93547 16.07161
H -21.05406 9.29677 16.17461
H -13.46089 8.22524 7.24013
H -19.13272 3.20395 14.08759
H -21.64078 10.57715 12.54409
H -18.12563 3.82314 15.39560
H -12.83970 7.69831 13.41001
H -22.19740 7.57822 13.71141
H -12.56672 7.10899 4.79180
H -16.34184 5.67580 10.91002
H -14.96887 8.25168 6.32165
H -16.33559 7.70369 9.54860
H -19.78011 3.62566 11.45250
H -18.23648 11.33602 18.81119
H -22.26616 5.95177 13.35049
H -18.90263 2.89372 10.09056
H -18.74283 6.33326 10.31362
H -21.58281 7.81896 16.73428
H -15.72419 7.05349 14.33153
H -14.70333 3.06401 9.74164
H -20.44294 8.69588 10.32933
H -20.60119 5.88712 11.51988
H -16.95578 10.13231 18.66899
H -20.04749 8.47428 17.25210
H -12.65573 5.28944 7.59918
H -18.42978 7.80638 10.70494
H -21.79301 11.65233 13.92663



122
Properties=species:S:1:pos:R:3 method="wB97M-V/def2-TZVPD" energy_ev=-56745.0189 e_homo_ev=-6.43 lumo_ev=0.28 e_above_lowest_ev=20.585
O 0.70069 -5.64358 -1.47258
O -6.03830 0.60532 -0.73643
O 2.16563 0.51808 2.44540
O 2.29754 2.47421 3.34845
O 2.25511 -5.35893 1.27689
O -1.75181 -0.79597 -1.12248
O 2.45380 2.04391 -0.80415
O -1.96389 5.46280 -3.60310
O -1.06582 -1.04583 3.53891
O 0.16607 -1.66414 -3.95405
N -1.48912 1.58665 4.40408
N 0.37542 4.38301 -2.87872
N 1.97787 -1.84250 -0.12241
N 1.34526 0.11573 0.54029
C 2.11820 -2.41979 2.16132
C -0.61397 3.41877 -3.17494
C 0.03947 -1.28894 2.68613
C 3.89455 1.79990 -0.99266
C 3.66735 -5.66645 1.31318
C -0.03908 -0.01049 0.35484
C 2.49240 -2.89893 0.67665
C -1.96605 4.17484 -2.94082
C 1.56332 2.83704 1.06931
C -0.36689 2.18126 -2.25038
C 3.51392 0.29691 2.04854
C -5.28118 2.75529 -1.42561
C 0.02657 2.77928 3.12561
C -0.73689 1.42731 0.55995
C -0.61919 -5.23295 -1.71830
C -1.52046 -6.48296 -2.01135
C 1.37195 3.27726 2.56990
C -1.99970 -1.86845 -2.04983
C -4.86866 1.37237 -0.95239
C -0.39820 0.81934 4.93509
C 0.01268 1.21527 6.38706
C 1.86177 -4.28947 0.34907
C 1.42673 -1.16405 -3.72264
C -0.84463 -0.66107 4.87982
C -0.37018 -0.69276 -0.95357
C -3.84182 0.62444 -1.84611
C -0.41964 -4.21250 -2.88209
C -2.39752 5.49169 -4.96682
H -3.84097 0.90431 -2.89957
H -1.72692 1.25818 3.47906
H -0.76519 3.40122 2.70800
H -2.23666 4.56617 -5.51966
H -1.63343 6.05484 -5.50266
H 1.97930 -4.62808 -0.68031
H 2.31641 -3.20549 2.89036
H -1.82953 -1.64735 -3.10352
H 4.20679 2.84420 -1.00006
H -4.44333 1.58869 0.02761
H -5.69956 2.66119 -2.42771
H 0.26639 1.43749 -2.73396
H -1.22083 -3.47351 -2.89203
H 0.33531 2.24857 6.51480
H -4.40428 3.40133 -1.46792
H 2.34739 2.95972 4.17513
H -0.29184 -4.59295 -3.89551
H -3.45073 5.63885 -5.20598
H 2.58875 3.07588 0.78723
H -0.61606 1.71946 1.60309
H 3.92398 1.29019 -1.95569
H 0.46334 4.56827 -1.88976
H -0.57977 3.16075 -4.23340
H 0.00089 2.96547 4.19928
H -2.81788 3.56194 -3.23553
H -0.26129 -0.82099 1.04896
H 3.69502 -0.37950 1.21320
H 0.83523 0.58898 6.73240
H 2.15361 1.34813 2.92755
H 0.73005 -1.93981 3.22238
H 0.63085 -5.98915 -0.57967
H 0.78012 -4.23591 0.47259
H 0.80708 3.23603 0.39328
H -0.82388 1.10123 7.07646
H -0.21828 -1.24792 -4.72906
H 1.57813 -0.28744 -4.35250
H -0.93993 -4.79833 -0.77155
H -1.35218 -7.28503 -1.29270
H 1.63025 -0.94650 -2.67415
H 1.73667 0.45561 1.40711
H -0.11103 1.73267 2.85398
H -6.04855 3.29144 -0.86722
H -0.02416 -1.27332 5.25410
H 1.37119 1.77663 0.90590
H 2.03450 -1.95753 -4.15750
H 3.57661 -2.96089 0.58311
H -1.30244 1.63656 -2.12330
H 0.53007 -3.70564 -2.71109
H 2.76010 -1.24559 -0.35026
H -3.82186 -0.46057 -1.94833
H -2.30445 1.56283 4.99970
H 3.75455 -6.70873 1.62004
H -2.86317 0.84642 -1.42058
H 4.10119 1.18430 1.81241
H 4.12559 -4.92254 1.96488
H 1.27201 -1.27438 0.32380
H 0.45947 1.01447 4.29134
H 2.69510 -1.54154 2.45110
H 0.06557 -0.17064 -1.80540
H -1.75993 -0.81685 5.45083
H 3.94075 -5.58807 0.26095
H 1.08154 -2.08713 2.21394
H -0.28808 -1.84283 1.80635
H -2.04623 4.42770 -1.88360
H 1.66604 0.79319 -0.13666
H 0.18100 -1.63305 -0.94076
H -6.29899 0.23040 -1.58087
H -3.07863 -2.01801 -2.09041
H -2.57204 -6.24442 -2.17068
H -1.25774 -6.97752 -2.94650
H -1.52273 -2.81444 -1.79349
H -1.78201 1.42788 0.25038
H 1.67360 4.30038 2.79426
H 3.87476 -0.11178 2.99239
H 0.58495 -0.37242 2.46129
H -0.26380 2.21320 -0.02883
H 4.26527 1.19677 -0.16387
H 0.03442 5.30956 -3.09163
H 2.21937 2.31680 -1.69419
H 0.09245 2.48671 -1.31027